# 1
The following is a DFT calculation (ωB97M-V/def2-TZVPD) of the molecule C4H4.

XYZ file:
```
8
C4H4 | the Open Molecules 2025 dataset | ωB97M-V/def2-TZVPD
C 0.433 0.406 0.236
C 1.496 0.449 -0.716
C -0.424 0.292 1.240
C 0.217 -0.206 -1.088
H -0.243 0.322 2.367
H -1.348 -0.185 0.969
H -0.280 0.195 -1.953
H 0.147 -1.272 -1.054
```

As for the gap between HOMO and LUMO: 7.48 eV. For the LUMO energy, the calculation gives -1.29 eV.

Löwdin atomic charge list, values in e, 2 entries: C -0.34; C 0.14

---

# 2
The following is a DFT calculation (ωB97M-V/def2-TZVPD) of a cluster of 2 separate species, C4H4 in total.

XYZ file:
```
8
C4H4 | the Open Molecules 2025 dataset | ωB97M-V/def2-TZVPD
C 2.137 -0.490 0.379
C 2.425 0.407 -0.370
C -2.214 0.518 0.312
C -2.242 -0.472 -0.391
H 1.871 -0.962 1.257
H 2.361 1.031 -1.246
H -2.100 1.398 0.891
H -2.240 -1.429 -0.834
```

Its SMILES is C#C.C#C. As for the gap between HOMO and LUMO: 11.75 eV. For the LUMO energy, the calculation gives 1.16 eV.

Löwdin atomic charge list, values in e, 2 entries: C -0.01; C -0.01

---

# 3
The following is a DFT calculation (ωB97M-V/def2-TZVPD) of a cluster of 16 separate species, C4H40NO16 in total.

XYZ file:
```
61
C4H40NO16 | the Open Molecules 2025 dataset | ωB97M-V/def2-TZVPD
C -0.947 -0.066 1.330
O -1.905 -0.962 0.961
C -0.403 0.618 0.009
C 1.006 0.033 -0.559
C 1.047 -1.001 -1.677
N 0.011 2.074 0.347
H -0.083 -0.700 1.875
H -1.407 0.668 2.093
H -1.181 0.535 -0.828
H 1.544 -0.366 0.294
H 1.447 0.900 -1.011
H 1.543 -1.943 -1.450
H 0.021 -1.208 -2.146
H 1.434 -0.503 -2.555
H 0.782 2.075 1.034
H -0.751 2.683 0.506
H -0.506 -3.737 -2.697
H -1.875 -2.839 -3.332
O -1.121 -3.484 -3.409
H 3.747 -0.053 0.246
H 3.125 -0.472 1.389
O 3.625 0.290 1.253
H -3.477 1.782 0.305
H -2.491 1.749 1.436
O -2.956 2.419 0.922
H 3.504 0.176 -1.845
H 4.329 1.314 -1.210
O 4.121 0.178 -1.214
H -1.414 -3.376 1.306
H -1.735 -2.439 2.501
O -1.279 -3.284 2.346
H -0.005 -2.653 2.786
H 0.979 -3.599 3.419
O 0.897 -2.643 3.425
H -3.950 -1.756 0.143
H -2.739 -0.495 0.505
O -3.725 -1.864 -0.840
H 1.725 1.947 4.238
H 2.274 0.985 3.198
O 1.809 1.842 3.354
H -3.638 -0.768 -1.079
H -4.794 0.739 -0.738
O -3.814 0.580 -0.754
H -2.574 2.853 -1.587
H -3.056 1.420 -1.733
O -2.527 2.173 -2.271
H 2.424 3.213 -0.230
H 3.231 2.979 0.914
O 3.207 3.654 0.146
H -2.330 -4.092 -0.405
H -2.516 -2.636 -0.598
O -1.780 -3.370 -0.446
H 1.345 2.500 -2.311
H 2.293 3.582 -2.258
O 2.360 2.617 -2.173
H 2.305 -2.205 2.641
H 2.649 -2.684 1.313
O 2.935 -2.247 2.007
H -0.253 2.698 -3.045
H -0.402 2.876 -1.532
O -0.086 3.294 -2.309
```

As for the gap between HOMO and LUMO: 8.95 eV. As for the net charge: -1. For the LUMO energy, the calculation gives 2.50 eV.

Löwdin atomic charge list, values in e, 2 entries: C -0.24; O -0.16

---

# 4
The following is a DFT calculation (ωB97M-V/def2-TZVPD) of a cluster of 16 separate species, C4H40NO16 in total.

XYZ file:
```
61
C4H40NO16 | the Open Molecules 2025 dataset | ωB97M-V/def2-TZVPD
C -0.559 0.658 2.290
C -0.856 -0.197 1.113
C -0.624 0.003 -0.179
N -0.913 -1.073 -1.100
C -1.358 -0.883 -2.463
H 0.138 1.472 2.057
H -1.457 1.083 2.755
H 0.055 0.174 3.101
H -1.027 -1.208 1.486
H -0.323 0.933 -0.616
H -0.344 -1.862 -0.884
H -0.991 -1.794 -2.980
H -0.978 0.057 -3.035
H 0.997 4.971 1.632
H -0.291 4.336 2.221
O 0.121 4.607 1.418
H 2.777 -3.547 0.424
H 2.378 -3.947 1.916
O 2.343 -4.186 1.029
H -2.583 -2.513 3.090
H -1.852 -3.938 2.678
O -2.411 -3.194 2.442
H 4.911 1.574 -2.483
H 3.402 1.971 -2.524
O 4.088 1.354 -2.888
H -2.722 -3.180 0.922
H -2.525 -3.061 -0.737
O -3.166 -3.128 -0.004
H 1.641 1.884 -0.398
H 2.518 0.840 0.392
O 2.548 1.649 -0.163
H -3.070 0.242 -2.080
H -3.855 -0.771 -1.102
O -2.779 -0.634 -2.436
H 2.398 0.288 2.394
H 3.692 -0.322 1.924
O 2.771 -0.268 1.700
H -2.438 2.941 -1.745
H -2.203 2.831 -3.321
O -2.579 2.381 -2.524
H 3.421 -1.626 -0.363
H 4.630 -2.582 -0.892
O 3.860 -2.472 -0.330
H -0.155 3.704 -2.344
H 0.351 3.941 -0.880
O -0.446 3.863 -1.464
H -3.718 -2.172 -0.185
H -4.131 0.121 0.256
O -4.228 -0.780 -0.158
H -3.628 2.404 -0.115
H -4.581 2.180 0.921
O -3.804 1.750 0.555
H 3.007 2.255 1.781
H 2.144 3.039 2.688
O 2.788 2.315 2.721
H 2.796 -0.504 -2.467
H 3.115 0.082 -1.099
O 2.522 -0.509 -1.582
H 0.504 -3.791 0.648
H 0.691 -3.960 -0.837
O -0.009 -3.802 -0.173
```

As for the gap between HOMO and LUMO: 8.65 eV. As for the net charge: +1. For the LUMO energy, the calculation gives -2.46 eV.

Löwdin atomic charge list, values in e, 2 entries: C -0.11; C -0.16

---

# 5
The following is a DFT calculation (ωB97M-V/def2-TZVPD) of a cluster of 21 separate species, C4H49O23P2 in total.

XYZ file:
```
78
C4H49O23P2 | the Open Molecules 2025 dataset | ωB97M-V/def2-TZVPD
C -1.066 -0.242 0.918
C -1.404 0.906 1.066
C -1.622 2.352 1.020
C -0.918 3.222 2.076
O -0.816 4.498 1.496
P -1.051 4.570 -0.206
P 1.188 4.245 -0.470
O 2.033 4.261 0.775
O -1.184 2.778 -0.237
H -0.892 -1.199 0.476
H -2.687 2.546 1.202
H 0.016 2.832 2.485
H -1.607 3.338 2.919
H -2.484 4.597 -0.097
H -0.905 5.998 -0.269
H -1.108 4.561 -1.668
H 1.668 5.281 -1.331
H 1.289 3.045 -1.188
O 2.107 0.467 -0.318
H 1.178 0.646 -0.125
H 2.218 0.770 -1.227
O 1.454 2.491 -3.386
H 0.642 2.122 -3.745
H 2.021 2.581 -4.158
O -2.443 0.648 -1.997
H -2.027 1.319 -1.426
H -2.317 -0.166 -1.499
O -2.073 -3.338 0.848
H -2.308 -4.212 0.524
H -2.676 -3.172 1.581
O -1.030 -1.484 -3.403
H -1.974 -1.593 -3.558
H -0.914 -0.523 -3.425
O 3.134 -1.444 1.989
H 2.546 -0.867 1.481
H 3.209 -2.231 1.439
O 5.483 -0.032 3.342
H 4.739 -0.476 2.911
H 6.104 0.128 2.624
O -3.870 1.381 3.084
H -3.411 0.609 2.729
H -4.628 1.020 3.552
O 2.175 -4.186 0.706
H 1.537 -4.393 1.398
H 2.093 -4.920 0.092
O 4.618 -5.268 2.107
H 4.000 -4.711 1.609
H 4.720 -6.054 1.565
O -4.017 -1.829 2.559
H -4.948 -1.612 2.703
H -3.867 -1.574 1.639
O 1.351 3.293 -6.051
H 1.290 4.192 -6.386
H 1.156 2.744 -6.818
O 7.814 -1.514 2.602
H 7.555 -2.372 2.253
H 7.196 -1.362 3.332
O -6.978 -2.005 1.577
H -7.635 -2.147 2.267
H -7.070 -2.769 1.000
O 3.402 3.538 -8.382
H 3.600 2.635 -8.117
H 4.131 4.054 -8.023
O 0.948 -6.678 1.593
H 1.428 -7.426 1.224
H 0.184 -7.073 2.024
O 2.209 -0.458 5.245
H 2.871 0.070 4.786
H 1.855 -1.030 4.556
O 0.617 -1.275 -5.911
H -0.010 -1.438 -5.190
H 0.534 -2.044 -6.481
O -4.663 -2.314 5.486
H -4.480 -2.034 4.582
H -4.223 -1.654 6.031
O -4.389 2.731 -2.770
H -4.540 2.364 -3.645
H -3.984 2.001 -2.279
```

As for the gap between HOMO and LUMO: 5.06 eV. As for the net charge: -1. For the LUMO energy, the calculation gives 1.23 eV.

Löwdin atomic charge list, values in e, 2 entries: C 0.10; C -0.07

---

# 6
The following is a DFT calculation (ωB97M-V/def2-TZVPD) of a structure of composition C4H4AlO2.

XYZ file:
```
11
C4H4AlO2 | the Open Molecules 2025 dataset | ωB97M-V/def2-TZVPD
H -1.118 -1.149 -1.011
O -0.738 -1.517 -2.416
C 0.176 -0.641 -2.211
C -0.096 -0.127 -0.908
C 0.637 0.203 0.154
C -0.035 0.460 1.432
O 0.571 0.674 2.471
Al -0.343 1.302 3.931
H 0.355 0.111 -2.998
H 1.726 0.091 0.170
H -1.136 0.593 1.386
```

As for the gap between HOMO and LUMO: 7.65 eV. As for the net charge: +1. For the LUMO energy, the calculation gives -6.24 eV.

Löwdin atomic charge list, values in e, 2 entries: H 0.27; O 0.03

---

# 7
The following is a DFT calculation (ωB97M-V/def2-TZVPD) of a cluster of 2 separate species, C4H4BClO3S in total.

XYZ file:
```
14
C4H4BClO3S | the Open Molecules 2025 dataset | ωB97M-V/def2-TZVPD
B -2.200 -0.507 0.072
C 1.619 0.318 0.730
C 1.500 1.685 0.484
C 0.953 -0.488 -0.302
C 0.474 0.300 -1.305
O -1.707 0.501 0.855
O -2.104 -1.757 -0.194
O -2.968 0.571 0.088
S 0.788 1.966 -1.023
Cl 1.071 -2.268 -0.256
H 2.098 -0.196 1.627
H 1.929 2.312 1.203
H -0.017 -0.108 -2.111
H -1.437 -2.328 0.131
```

Its SMILES is Clc1ccsc1.OB1OO1. As for the gap between HOMO and LUMO: 9.96 eV. For the LUMO energy, the calculation gives 0.46 eV.

Löwdin atomic charge list, values in e, 2 entries: B -0.91; C -0.18

---

- What is the gap between HOMO and LUMO in the sixth record?
  7.65 eV

---

- Which value of gap between HOMO and LUMO does entry 5 give?
  5.06 eV

---

- Which formula does entry 3 have?
  C4H40NO16

---

- The highest gap between HOMO and LUMO belongs to which entry?
  number 2